{"formula": "C31H23IN2OPSc", "method": "ωB97M-V with the def2-TZVPD basis set", "species": ["I", "Sc", "P", "O", "N", "N", "C", "C", "C", "C", "C", "C", "C", "C", "C", "C", "C", "C", "C", "C", "C", "C", "C", "C", "C", "C", "C", "C", "C", "C", "C", "C", "C", "C", "C", "C", "C", "H", "H", "H", "H", "H", "H", "H", "H", "H", "H", "H", "H", "H", "H", "H", "H", "H", "H", "H", "H", "H", "H", "H"], "xyz": [[2.43212, -0.69607, -2.18547], [1.03139, 1.02999, -0.32496], [-0.63922, -0.97992, -0.64047], [1.90964, 1.28754, 1.25840], [0.84952, 3.14525, -0.52325], [1.17467, 5.22430, 0.05055], [-1.87657, -0.71986, 0.64454], [-1.72911, -0.68391, -4.56356], [0.23295, -5.42925, -0.14708], [-1.29476, -1.21476, -3.35571], [3.60226, -3.10194, -1.01404], [-1.42593, -0.54100, 1.95344], [2.30215, 1.93917, 3.49780], [-1.03921, -4.95076, -0.21363], [3.75540, -4.42456, -0.56938], [-4.14527, -0.43152, 1.39065], [-3.24296, -0.65926, 0.36498], [-2.24694, 1.40181, -3.47830], [-2.33512, -0.31825, 2.97642], [-1.22692, -3.58104, -0.45160], [1.16744, -3.22536, -0.75191], [1.59454, 4.55230, 2.86268], [1.58964, 3.58381, 1.85177], [1.93973, 2.26805, 2.19995], [1.95292, 4.22932, 4.15656], [-3.69271, -0.26394, 2.69420], [1.22124, 3.95528, 0.48549], [2.64234, -5.16131, -0.30432], [-2.19964, 0.61919, -4.62675], [-1.81935, 0.87679, -2.26962], [-1.34832, -0.43959, -2.20320], [2.35911, -2.53235, -1.11837], [1.35038, -4.59398, -0.40014], [2.31174, 2.92481, 4.47069], [-0.17683, -2.72028, -0.69471], [0.55422, 3.96045, -1.60920], [0.75866, 5.24953, -1.25900], [-2.63475, 2.41066, -3.52111], [-1.91625, 1.48034, -1.36682], [-1.98129, -0.18909, 3.98990], [2.58033, 0.92068, 3.72831], [-2.23391, -3.18462, -0.39457], [-0.36440, -0.59126, 2.18875], [-1.89206, -5.58942, -0.03635], [-4.40233, -0.08795, 3.49061], [-1.70195, -1.29314, -5.45641], [-2.53845, 1.02529, -5.56960], [4.74460, -4.85103, -0.48909], [1.43993, 6.03248, 0.59166], [0.22347, 3.55934, -2.55234], [-5.20384, -0.38679, 1.17462], [-3.60160, -0.78673, -0.64891], [1.29016, 5.56891, 2.65184], [2.72336, -6.20077, -0.01517], [0.41950, -6.46655, 0.09738], [1.94587, 4.99103, 4.92245], [0.65306, 6.16863, -1.80552], [2.59707, 2.67157, 5.48271], [4.48555, -2.54820, -1.30158], [-0.92524, -2.23207, -3.31417]], "largest_force_ev_per_a": 0.467, "orbital_gap_ev": 7.483, "relative_energy_kcal_mol": 0.0, "energy_ev": -75627.4721, "total_charge": 2}

{"formula": "C31H24BF3O2S", "method": "ωB97M-V with the def2-TZVPD basis set", "species": ["S", "F", "F", "F", "O", "O", "C", "C", "C", "C", "C", "C", "C", "C", "C", "C", "C", "C", "C", "C", "C", "C", "C", "C", "C", "C", "C", "C", "C", "C", "C", "C", "C", "C", "C", "C", "C", "B", "H", "H", "H", "H", "H", "H", "H", "H", "H", "H", "H", "H", "H", "H", "H", "H", "H", "H", "H", "H", "H", "H", "H", "H"], "xyz": [[1.38796, -0.71998, -4.55704], [-4.07044, 4.77250, -1.51297], [-2.20751, 5.75091, -2.14449], [-2.54806, 5.29934, -0.01664], [1.56153, -0.16401, -1.48315], [-0.50884, -1.40331, -1.14243], [-1.09088, 0.34258, 2.91689], [0.44903, -2.98168, 0.43912], [-0.69645, 1.10900, -1.70737], [-2.07293, 1.12087, -1.83952], [-2.77555, 2.33224, -1.72955], [1.51339, -0.80560, 3.86192], [0.00956, 2.27031, -1.43351], [1.13547, -1.56083, -7.24864], [-1.42786, -1.03719, 2.80087], [-0.67990, 3.48169, -1.30559], [1.56647, -3.20792, 1.23708], [1.43095, 0.35447, 3.02301], [-2.62580, -1.53605, 3.30704], [3.92229, -0.58933, 4.05692], [2.73184, -1.28637, 4.32444], [2.65785, 1.06296, 2.80143], [-2.73489, 4.81695, -1.28793], [-0.82355, -1.51489, -5.55636], [0.00391, -0.71126, -3.49808], [-1.09447, -1.17734, -4.17215], [2.75630, -2.51546, 1.02898], [2.88672, -1.54075, 0.05454], [0.52495, -1.95056, -0.48489], [1.74147, -1.21538, -0.67154], [0.19817, 0.84787, 2.51050], [-2.05999, 3.49116, -1.45457], [-2.04973, 1.20513, 3.52993], [3.86339, 0.59879, 3.30604], [-3.52511, -0.67781, 3.96327], [-3.21870, 0.68887, 4.07495], [0.49118, -1.32155, -5.92848], [0.13503, -0.30178, -1.90797], [4.78005, 1.15640, 3.12103], [-2.86430, -2.59768, 3.19973], [-0.13286, 4.39826, -1.09605], [-3.91599, 1.35990, 4.58078], [-4.47559, -1.06630, 4.35110], [-0.71987, -1.70611, 2.30159], [-1.56873, -1.88569, -6.25104], [4.88486, -0.98432, 4.39802], [-2.09535, -1.28767, -3.77043], [3.61177, -2.74006, 1.66116], [0.59191, -1.29698, 4.18848], [2.59913, 2.01868, 2.28042], [0.22509, 1.80101, 1.96959], [-3.85548, 2.36236, -1.85418], [-0.48100, -3.53164, 0.52397], [1.66186, -0.65993, -7.59478], [1.49918, -3.94381, 2.03180], [3.81605, -1.01991, -0.15555], [-1.80032, 2.26480, 3.60955], [1.85981, -2.38263, -7.16958], [0.38042, -1.83704, -7.98936], [-2.61729, 0.19708, -2.05686], [1.09534, 2.26670, -1.33955], [2.76452, -2.21202, 4.90613]], "largest_force_ev_per_a": 2.961, "orbital_gap_ev": 3.443, "relative_energy_kcal_mol": 70.1, "energy_ev": -56295.4293}

{"formula": "C31H24Cl5I2N5O2PdS4", "method": "ωB97M-V with the def2-TZVPD basis set", "species": ["I", "I", "Pd", "Cl", "Cl", "Cl", "Cl", "Cl", "S", "S", "S", "S", "O", "O", "N", "N", "N", "N", "N", "C", "C", "C", "C", "C", "C", "C", "C", "C", "C", "C", "C", "C", "C", "C", "C", "C", "C", "C", "C", "C", "C", "C", "C", "C", "C", "C", "C", "C", "C", "C", "H", "H", "H", "H", "H", "H", "H", "H", "H", "H", "H", "H", "H", "H", "H", "H", "H", "H", "H", "H", "H", "H", "H", "H"], "xyz": [[-1.05400, 5.60070, 4.44973], [2.91632, 5.43886, 3.37929], [-1.50206, -0.05267, 1.68103], [-5.23595, -2.93320, 3.70804], [-3.13720, -0.60965, 3.33694], [-3.28076, -5.20820, -0.78353], [-1.28026, -2.94649, -1.11138], [-5.29420, -5.26855, 1.58070], [-0.21139, 0.37412, -5.24085], [0.07721, 0.51074, 0.08710], [-3.01028, -0.82632, -3.56337], [-1.64845, 3.09247, -2.27784], [-0.04249, -0.25703, -1.30287], [1.63076, 2.62856, 1.65426], [1.25329, 4.39132, 0.30739], [-0.17003, 1.58626, 3.74768], [-0.95518, 1.73167, 2.66489], [1.46430, -1.76165, 0.32350], [2.15149, 0.00120, 1.67264], [-0.43266, 1.89439, -2.51327], [-2.19061, 0.10061, -2.38193], [3.29981, 4.32479, 1.59483], [-3.26715, -3.94694, 0.37152], [-4.47130, -0.74703, -2.69425], [-0.77241, 3.68880, 3.75324], [1.96578, -3.88692, 1.38184], [-0.72800, 0.41782, -2.49533], [2.88626, -4.82541, 1.82384], [-0.03365, 2.73483, 4.41818], [0.96812, -1.87383, -4.98797], [-2.35430, -2.88859, 0.24844], [3.78712, -2.47201, 0.63620], [4.24692, -4.58611, 1.68704], [-0.55716, 4.34803, -2.64843], [1.37965, -0.53410, 0.75858], [-4.17866, -3.98819, 1.43017], [4.69678, -3.41369, 1.09454], [-1.32256, 3.01244, 2.65467], [-2.32450, -1.84540, 1.16506], [0.57839, -1.48369, -3.67874], [-3.03423, 0.45144, -1.36043], [-3.24172, -1.96571, 2.18477], [0.75813, 2.46690, -2.87473], [-4.34850, -0.04242, -1.53206], [-0.07484, -0.28634, -3.65966], [-4.16948, -2.96494, 2.37962], [2.43180, -2.71953, 0.79793], [2.00282, 3.70449, 1.16789], [0.59316, -0.96599, -5.92764], [0.68948, 3.87824, -2.94996], [0.70900, -2.09556, -0.27418], [1.51387, 4.51116, -3.24477], [1.56323, 5.26692, -0.07707], [3.72427, 4.99335, 0.85243], [0.78386, -2.07132, -2.79673], [2.13286, 1.02924, 1.81562], [2.53889, -5.74475, 2.27457], [4.12504, -1.57508, 0.13076], [-1.97542, 3.38887, 1.88278], [0.55703, 2.80281, 5.31639], [-5.16349, 0.12884, -0.84475], [5.75660, -3.23921, 0.97025], [0.39735, 3.99349, -0.04921], [1.63610, 1.88695, -3.12466], [-2.69204, 1.00003, -0.49228], [0.20937, 0.68537, 3.98627], [0.75299, -1.00620, -6.99305], [4.01261, 3.54912, 1.84902], [2.86024, -0.57688, 2.10606], [-0.89827, 5.37188, -2.65041], [-5.35837, -1.21106, -3.09517], [1.49960, -2.78538, -5.21512], [4.96000, -5.32108, 2.03398], [0.90106, -4.05956, 1.48197]], "largest_force_ev_per_a": 0.403, "orbital_gap_ev": 6.946, "relative_energy_kcal_mol": 0.0, "energy_ev": -169701.8768, "total_charge": 2}